# 1
81
Properties=species:S:1:pos:R:3 method="wB97M-V/def2-TZVPD" e_homo_ev="-10.9062 / -10.9040" fmax_ev_per_a=1.7 e_tot_ha=-3225.63703 gap_ev="7.444 / 5.075" e_above_lowest_ev=2.345 e_lumo_ha="-0.1272 / -0.2142" multiplicity=2 s_squared=0.78 total_charge=+1
Sn 0.968 -0.659 1.664
N -3.143 1.479 0.915
C -2.130 0.716 1.331
S -0.529 1.392 1.121
N -2.369 -0.431 1.864
N -1.353 -1.233 2.196
C -1.589 -2.242 2.979
C -2.890 -2.570 3.559
C -2.942 -2.987 4.895
C -4.157 -3.246 5.497
C -5.335 -3.121 4.775
C -5.291 -2.729 3.447
C -4.082 -2.443 2.841
C -0.416 -3.018 3.410
C -0.472 -4.401 3.543
C 0.636 -5.073 4.035
C 1.733 -4.329 4.441
C 1.714 -2.954 4.248
N 0.685 -2.311 3.713
H -2.951 2.430 0.650
H -4.089 1.203 1.124
H -2.028 -3.070 5.467
H -4.186 -3.546 6.534
H -6.282 -3.335 5.246
H -6.205 -2.645 2.879
H -4.051 -2.153 1.803
H -1.359 -4.927 3.223
H 0.630 -6.150 4.123
H 2.604 -4.797 4.870
H 2.556 -2.341 4.544
C -3.366 -1.473 -2.091
C -2.474 -0.437 -2.701
C -2.830 0.261 -3.853
C -1.982 1.223 -4.397
C -2.366 1.961 -5.639
C -0.751 1.464 -3.805
C -0.350 0.752 -2.669
C -1.250 -0.171 -2.119
N 0.926 0.822 -2.128
C 1.732 2.021 -1.941
C 2.650 2.263 -3.158
C 3.478 3.526 -2.923
C 2.559 4.729 -2.723
C 1.682 4.487 -1.494
C 2.561 4.318 -0.260
C 3.479 3.121 -0.477
C 4.369 3.359 -1.696
C 2.643 1.865 -0.712
C 0.825 3.238 -1.704
H -4.270 -1.613 -2.677
H -3.650 -1.179 -1.080
H -2.840 -2.426 -2.027
H -3.779 0.054 -4.328
H -3.247 1.526 -6.104
H -1.549 1.954 -6.358
H -2.585 3.000 -5.400
H -0.082 2.159 -4.281
H -0.978 -0.685 -1.201
H 2.052 2.378 -4.062
H 3.302 1.394 -3.284
H 4.105 3.690 -3.805
H 1.935 4.875 -3.605
H 3.156 5.629 -2.574
H 1.012 5.340 -1.354
H 1.943 4.161 0.627
H 3.155 5.218 -0.103
H 4.106 2.964 0.406
H 5.045 2.515 -1.833
H 4.978 4.252 -1.548
H 2.016 1.673 0.178
H 3.339 1.037 -0.846
H 0.155 3.402 -2.545
H 0.211 3.044 -0.821
F 1.795 -3.154 1.155
Sb 3.736 -3.092 0.837
F 3.176 -3.195 -1.000
F 3.577 -1.146 0.854
F 3.699 -4.938 1.052
F 4.023 -2.850 2.678
F 5.491 -2.819 0.291
I 1.762 -1.004 -1.690

---

# 2
79
Properties=species:S:1:pos:R:3 method="wB97M-V/def2-TZVPD" e_homo_ev=-4.9119 fmax_ev_per_a=1.8 e_tot_ha=-2565.42679 gap_ev=4.666 e_above_lowest_ev=0.369 e_lumo_ha=-0.0090 total_charge=-1
C -2.110 0.562 3.809
C -3.022 0.543 2.589
F -4.355 0.308 2.987
In -2.722 2.452 1.405
C -0.500 2.715 1.291
C -0.054 3.683 0.179
C 1.256 3.227 -0.491
C 2.429 3.142 0.490
N 3.079 1.849 0.571
C 4.443 1.691 0.624
C 4.742 0.356 0.734
C 3.504 -0.363 0.750
C 2.531 0.606 0.655
C -3.386 1.946 -0.672
C -3.634 0.444 -0.819
C -4.138 0.123 -2.216
O -4.444 0.924 -3.032
O -4.194 -1.195 -2.567
P -3.939 4.445 2.426
O -5.384 4.182 2.768
H -1.705 -0.424 4.055
H -1.248 1.204 3.643
H -2.624 0.943 4.689
H -2.653 -0.264 1.955
H -0.043 2.940 2.253
H -0.130 1.727 1.016
H -0.822 3.806 -0.579
H 0.172 4.645 0.642
H 1.488 3.981 -1.246
H 1.094 2.299 -1.032
H 2.129 3.516 1.465
H 3.197 3.827 0.140
H 5.149 2.501 0.601
H 5.714 -0.103 0.798
H 3.359 -1.424 0.846
H 1.477 0.386 0.655
H -2.574 2.175 -1.362
H -4.250 2.518 -0.986
H -2.684 -0.084 -0.722
H -4.323 0.057 -0.069
H -4.197 -1.742 -1.773
H -3.265 4.803 3.634
H -3.815 5.589 1.582
C 8.340 -0.991 -2.397
C 8.224 0.029 -1.552
C 7.367 1.199 -1.870
O 7.261 2.128 -1.102
C 6.641 1.184 -3.165
C 6.758 0.163 -4.010
C 7.616 -1.005 -3.693
O 7.722 -1.938 -4.461
H 8.960 -1.853 -2.185
H 8.741 0.059 -0.602
H 6.019 2.044 -3.375
H 6.237 0.132 -4.959
C -7.899 -1.308 2.139
C -7.261 -0.331 1.499
C -7.643 0.056 0.115
O -7.060 0.941 -0.465
C -8.762 -0.686 -0.524
C -9.396 -1.661 0.120
C -9.014 -2.048 1.503
O -9.599 -2.940 2.085
H -7.637 -1.607 3.145
H -6.441 0.223 1.947
H -9.022 -0.387 -1.532
H -10.213 -2.217 -0.325
C 4.265 -6.383 -0.340
C 4.089 -5.428 0.569
C 3.185 -4.279 0.312
O 3.025 -3.407 1.138
C 2.487 -4.234 -0.997
C 2.664 -5.189 -1.906
C 3.566 -6.339 -1.650
O 3.727 -7.212 -2.475
H 4.919 -7.230 -0.174
H 4.588 -5.440 1.530
H 1.834 -3.386 -1.163
H 2.165 -5.176 -2.867

---

# 3
74
Properties=species:S:1:pos:R:3 method="wB97M-V/def2-TZVPD" e_homo_ev=-7.1408 smiles="CCOC(=O)[C@](F)(C(c1ccc2c(c1)CCCN2C)c1ccc2c(c1)CCCN2C)S(=O)(=O)c1ccccc1" fmax_ev_per_a=3.0 e_tot_ha=-2110.71450 gap_ev=7.224 e_above_lowest_ev=0.000 e_lumo_ha=0.0030 total_charge=0
C 3.076 1.887 3.872
C 3.761 0.567 4.077
O 2.998 -0.443 3.325
C 2.204 -1.341 3.972
O 2.198 -1.544 5.172
C 1.408 -2.146 2.907
F 0.623 -3.090 3.517
C 2.373 -2.719 1.917
C 2.073 -3.664 0.683
C 2.915 -4.766 0.407
C 2.851 -5.518 -0.759
C 1.963 -5.195 -1.800
C 1.244 -3.972 -1.634
C 1.297 -3.256 -0.425
C 0.340 -3.572 -2.749
C 0.731 -4.127 -4.118
C 1.034 -5.612 -4.062
N 1.801 -5.995 -2.908
C 2.378 -7.320 -3.058
C 3.431 -3.311 2.822
C 3.223 -4.615 3.304
C 4.148 -5.190 4.158
C 5.234 -4.429 4.645
C 5.376 -3.073 4.226
C 4.564 -2.592 3.216
C 6.354 -2.170 4.893
C 7.474 -2.913 5.618
C 6.975 -4.143 6.360
N 6.121 -4.969 5.533
C 5.974 -6.338 5.969
S 0.133 -0.531 2.394
O 0.557 0.790 2.861
O 0.077 -0.747 0.936
C -1.610 -0.498 2.929
C -2.487 0.112 2.035
C -3.856 0.107 2.315
C -4.329 -0.482 3.492
C -3.420 -0.942 4.445
C -2.043 -0.887 4.193
H 3.651 2.672 4.344
H 3.004 2.101 2.805
H 2.053 1.854 4.245
H 4.767 0.562 3.632
H 3.807 0.309 5.140
H 2.760 -1.807 1.440
H 3.712 -5.066 1.088
H 3.467 -6.410 -0.842
H 0.786 -2.297 -0.385
H 0.325 -2.482 -2.797
H -0.684 -3.897 -2.505
H 1.612 -3.598 -4.502
H -0.086 -3.975 -4.826
H 1.573 -5.918 -4.971
H 0.099 -6.202 -4.087
H 2.668 -7.734 -2.093
H 1.629 -8.001 -3.499
H 3.273 -7.316 -3.706
H 2.394 -5.199 2.897
H 4.018 -6.230 4.454
H 4.799 -1.635 2.756
H 6.786 -1.491 4.147
H 5.831 -1.517 5.609
H 7.971 -2.246 6.325
H 8.223 -3.210 4.873
H 6.462 -3.819 7.288
H 7.820 -4.776 6.653
H 5.887 -6.991 5.089
H 6.901 -6.604 6.497
H 5.115 -6.519 6.646
H -2.120 0.537 1.099
H -4.544 0.578 1.618
H -5.403 -0.543 3.690
H -3.773 -1.324 5.408
H -1.316 -1.185 4.951